1.
Computed, not measured: a molecular structure, C26H21Cl2FN8O2PbS3, with ωB97M-V/def2-TZVPD.

Each line ends with the Löwdin charge.
Geometry (Å):
1 Pb 0.4080 0.7416 0.0588  1.412
2 S -3.8199 0.8080 0.1680  0.700
3 C -3.5702 -0.2845 -1.1134  -1.018
4 S -2.7251 1.1188 -1.6240  0.677
5 C -3.8495 -1.5519 -1.4326  -0.305
6 C -3.4366 -2.1463 -2.6689  -0.171
7 N -3.1197 -2.6366 -3.6586  0.204
8 C -4.5327 -2.3664 -0.4673  -0.193
9 N -5.0504 -3.0228 0.3213  0.191
10 Cl -0.3400 7.6456 3.9393  0.644
11 C -0.0679 6.2946 2.8736  -0.675
12 C 0.8281 6.4332 1.8049  -0.126
13 C 1.0406 5.3884 0.9509  -0.558
14 Cl 2.1712 5.5994 -0.3495  0.714
15 C 0.3644 4.1239 1.0700  -0.386
16 O 0.5209 3.2010 0.2145  -0.232
17 C -0.4812 4.0105 2.2128  -0.125
18 C -1.1137 2.7653 2.6052  -0.207
19 O -0.9611 1.6478 2.1212  -0.155
20 C -0.6995 5.1034 3.0745  -0.079
21 H 1.3530 7.3679 1.6606  0.106
22 H -1.7908 2.8690 3.4769  0.127
23 H -1.3682 4.9774 3.9184  0.111
24 F 2.5157 0.9532 -0.2170  -0.554
25 C 2.6499 -2.2597 -0.0808  -0.002
26 C 2.6164 -1.6325 1.2692  -0.412
27 N 1.6310 -0.9340 1.7840  -0.003
28 C 2.0414 -0.5503 3.0445  -0.138
29 C 3.2819 -1.0372 3.2964  -0.089
30 N 3.6310 -1.7323 2.1588  0.102
31 H 2.0596 -1.6761 -0.7856  0.051
32 H 2.2408 -3.2710 -0.0466  0.082
33 H 3.6692 -2.3033 -0.4637  0.087
34 H 1.4198 0.0613 3.6778  0.100
35 H 3.9346 -0.9496 4.1464  0.106
36 H 4.5161 -2.1745 1.9856  0.156
37 C -2.6714 -3.5025 3.1844  -0.013
38 N -2.0466 -3.0818 1.9429  -0.122
39 C -1.5787 -3.8997 0.9457  -0.064
40 C -1.1261 -3.0688 -0.0356  -0.151
41 N -1.3151 -1.7577 0.3383  0.002
42 C -1.8641 -1.8088 1.5289  -0.206
43 H -2.4770 -4.5606 3.3349  0.090
44 H -3.7484 -3.3458 3.1471  0.085
45 H -2.2526 -2.9473 4.0210  0.092
46 H -1.6201 -4.9731 1.0189  0.118
47 H -0.6807 -3.3314 -0.9823  0.094
48 H -2.1380 -0.9475 2.1234  0.118
49 N 1.8934 2.9720 -2.4327  0.117
50 C 1.6492 1.7764 -2.9770  -0.688
51 N 0.7702 0.9256 -2.5271  -0.035
52 C 0.7258 -0.2139 -3.3159  -0.332
53 C -0.1118 -1.3031 -3.0995  -0.050
54 C -0.0465 -2.3853 -3.9627  -0.100
55 C 0.8474 -2.3946 -5.0323  -0.088
56 C 1.6865 -1.3126 -5.2602  -0.091
57 C 1.6104 -0.2297 -4.3995  -0.473
58 S 2.5128 1.2617 -4.4209  1.086
59 H 1.5556 3.1553 -1.4851  0.033
60 H 2.7373 3.4507 -2.6926  0.093
61 H -0.8170 -1.2803 -2.2733  0.062
62 H -0.7186 -3.2225 -3.8217  0.079
63 H 0.8810 -3.2467 -5.6981  0.102
64 H 2.3760 -1.3092 -6.0947  0.107

## Properties
relative energy (zero: lowest compared OMol25 entry of this formula, charge and spin): 0.164 eV
gap between HOMO and LUMO: 6.51 eV
molar mass: 870.81 Da

---

2.
Computed, not measured: a molecular structure, C26H21Cl4N4O3TeTl, with ωB97M-V/def2-TZVPD.

Each line ends with the Löwdin charge.
Geometry (Å):
1 Tl -0.1907 -0.1432 0.4205  0.896
2 Cl 6.0879 0.9685 3.5795  0.564
3 C 4.4918 0.2959 3.3590  -0.737
4 C 3.6838 0.0549 4.4442  -0.739
5 Cl 4.2312 0.4178 6.0618  0.560
6 C 2.4007 -0.4957 4.2355  -0.613
7 Cl 1.3701 -0.8491 5.6047  0.601
8 C 1.9038 -0.8122 2.9706  -0.481
9 O 0.7504 -1.3666 2.7792  -0.405
10 C 2.7287 -0.4773 1.8086  -0.485
11 O 2.2603 -0.6716 0.6292  -0.319
12 C 4.0160 0.0171 2.0626  -0.614
13 Cl 5.0330 0.3131 0.6731  0.607
14 N 0.0656 7.3839 -7.8132  0.125
15 C 0.0545 6.6016 -6.9701  -0.196
16 C 0.0409 5.6172 -5.9116  -0.247
17 C 1.0837 5.5691 -4.9910  -0.026
18 C 1.0680 4.6166 -3.9859  -0.009
19 C 0.0213 3.7027 -3.8867  -0.179
20 C -1.0131 3.7584 -4.8186  -0.016
21 C -1.0110 4.7089 -5.8249  -0.030
22 C 0.0061 2.6890 -2.7886  -0.050
23 C -0.0422 1.3506 -3.2084  -0.276
24 C 0.1610 0.8903 -4.5516  -0.070
25 C 0.0716 -0.4803 -4.5105  -0.107
26 C -0.1926 -0.8011 -3.1473  -0.200
27 N -0.2603 0.2660 -2.3775  0.006
28 C 0.0411 3.2148 -1.4960  -0.270
29 C -0.1849 4.5934 -1.1488  -0.067
30 C -0.1132 4.6660 0.2165  -0.099
31 C 0.1717 3.3351 0.6565  -0.186
32 N 0.2538 2.4802 -0.3369  0.001
33 H 1.8990 6.2763 -5.0663  0.114
34 H 1.8755 4.5638 -3.2680  0.131
35 H -1.8264 3.0498 -4.7367  0.126
36 H -1.8177 4.7521 -6.5450  0.112
37 H 0.3880 1.5037 -5.4106  0.093
38 H 0.1916 -1.1762 -5.3275  0.073
39 H -0.3163 -1.7926 -2.7244  0.092
40 H -0.4144 5.3960 -1.8335  0.094
41 H -0.2443 5.5376 0.8404  0.076
42 H 0.3300 3.0063 1.6772  0.102
43 C -2.9719 -2.3327 -0.3917  -0.034
44 C -3.7864 -1.2272 0.2328  -0.605
45 N -4.9749 -0.9371 -0.4109  0.128
46 O -3.4415 -0.6247 1.2234  0.008
47 H -3.6024 -3.0841 -0.8702  0.076
48 H -2.3329 -2.7898 0.3608  0.052
49 H -2.3149 -1.8897 -1.1452  0.055
50 H -5.0834 -1.2191 -1.3695  0.083
51 H -5.4021 -0.0661 -0.1415  0.093
52 C 0.4326 -5.4292 0.3254  -0.506
53 Te 0.8083 -3.4488 1.1969  1.252
54 C -0.5291 -3.9215 2.7926  -0.433
55 H 0.8017 -6.2176 0.9838  -0.028
56 H 0.9601 -5.4948 -0.6290  -0.032
57 H -0.6341 -5.5783 0.1445  -0.031
58 H -1.1016 -4.8105 2.5254  -0.013
59 H -1.1820 -3.0665 2.9507  -0.007
60 H 0.0431 -4.0925 3.7009  -0.007

## Properties
gap between HOMO and LUMO: 4.55 eV
molar mass: 911.27 Da
total charge: -2

---

3.
Computed, not measured: a molecular structure, C26H21ClIMnN6O2S, with ωB97M-V/def2-TZVPD.

Each line ends with the Löwdin charge.
Geometry (Å):
1 Mn -0.9059 0.4815 0.5807  0.714
2 N 0.3894 -0.3382 -1.2463  0.036
3 C 1.6794 0.1070 -1.6757  -0.243
4 C 2.3084 -0.6226 -2.6795  -0.057
5 C 3.6123 -0.3740 -3.0631  -0.117
6 C 4.3067 0.6283 -2.4043  -0.113
7 C 3.6725 1.3914 -1.4476  -0.048
8 C 2.3360 1.1880 -1.0666  -0.114
9 C 1.7721 2.0494 -0.0145  -0.203
10 C 2.3596 3.3141 0.1656  -0.090
11 C 2.1319 4.0748 1.2903  -0.123
12 C 1.3459 3.5499 2.3059  -0.117
13 C 0.6594 2.3703 2.0805  -0.165
14 C 0.7560 1.6414 0.8833  -0.176
15 H 0.5759 -1.1884 -0.6946  0.049
16 H -0.1674 -0.6236 -2.0538  0.079
17 H 1.7648 -1.4336 -3.1464  0.103
18 H 4.0899 -0.9726 -3.8269  0.089
19 H 5.3459 0.8144 -2.6390  0.092
20 H 4.2430 2.1558 -0.9422  0.098
21 H 2.9948 3.7257 -0.6062  0.090
22 H 2.5745 5.0580 1.3879  0.086
23 H 1.2351 4.0771 3.2438  0.086
24 H -0.0063 2.0100 2.8615  0.073
25 Cl -7.2936 -1.4102 -1.8992  0.639
26 C -5.8315 -1.1635 -0.9826  -0.624
27 C -5.7925 -1.6284 0.3201  -0.180
28 C -4.6322 -1.4585 1.0471  -0.617
29 I -4.4596 -2.0930 3.0538  0.839
30 C -3.4769 -0.8641 0.5325  -0.443
31 O -2.3902 -0.7613 1.2189  -0.241
32 C -3.5570 -0.3645 -0.8026  -0.139
33 N -2.4352 0.2483 -1.2591  0.081
34 C -2.4752 0.7781 -2.4860  -0.125
35 C -3.5797 0.6948 -3.3120  -0.059
36 C -4.7261 0.0417 -2.8768  -0.019
37 C -4.7412 -0.5001 -1.5749  -0.182
38 H -6.6579 -2.1138 0.7462  0.091
39 H -1.5763 1.2893 -2.8089  0.113
40 H -3.5427 1.1297 -4.3008  0.099
41 H -5.5917 -0.0439 -3.5164  0.083
42 O -3.2358 3.9742 1.3941  0.016
43 C -2.5816 3.0161 1.1864  -0.524
44 N -1.9221 2.0569 0.9917  0.017
45 C 4.4480 -2.5240 0.8758  -0.089
46 C 3.2275 -3.4264 1.0794  -0.251
47 C 2.0694 -2.6573 1.6025  -0.573
48 N 1.2885 -1.9275 0.8743  0.011
49 N 0.3394 -1.2799 1.5480  -0.046
50 C 0.3343 -1.5299 2.8321  -0.660
51 N -0.5181 -0.9435 3.7119  0.112
52 S 1.6362 -2.6098 3.3282  1.061
53 H 5.2809 -3.1019 0.4825  0.068
54 H 4.7518 -2.0793 1.8196  0.074
55 H 4.2079 -1.7243 0.1804  0.069
56 H 3.4710 -4.2271 1.7799  0.097
57 H 2.9473 -3.8728 0.1216  0.114
58 H -1.3316 -0.5380 3.2538  0.069
59 H -0.7277 -1.4703 4.5461  0.090

## Properties
relative energy (zero: lowest compared OMol25 entry of this formula, charge and spin): 2.379 eV
multiplicity: 6
expectation value of S²: 8.760
gap between HOMO and LUMO (spin up / spin down): 4.76 / 6.55 eV
molar mass: 698.86 Da
total charge: -1

---

4.
Computed, not measured: a molecular structure, C26H21HgN9O4, with ωB97M-V/def2-TZVPD.

Each line ends with the Löwdin charge.
Geometry (Å):
1 Hg 0.2078 0.7119 0.2710  1.197
2 N -4.1176 2.6450 0.9785  0.103
3 C -2.7789 2.4342 0.8381  -0.170
4 N -2.1937 1.3216 1.0523  0.072
5 C -2.9543 0.1988 1.4003  -0.287
6 N -2.4367 -0.9971 1.4395  0.061
7 N -1.1536 -1.0540 1.0709  -0.120
8 C -0.4894 -2.1781 1.2573  -0.121
9 C 0.8855 -2.2166 0.9424  -0.309
10 C 1.6808 -3.3440 1.3882  -0.037
11 C 3.0147 -3.3243 1.2997  0.016
12 C 3.7843 -2.1312 0.8327  -0.282
13 C 2.8319 -0.9777 0.3685  -0.428
14 N 1.4372 -1.1968 0.2841  0.039
15 C -4.3707 0.3855 1.7172  -0.093
16 C -5.1813 -0.6313 2.2218  -0.024
17 C -6.5221 -0.4050 2.4773  -0.094
18 C -7.0787 0.8464 2.2340  -0.100
19 C -6.2913 1.8716 1.7375  -0.037
20 C -4.9459 1.6384 1.4830  -0.190
21 H -4.4932 3.5581 0.7946  0.141
22 H -2.1937 3.2859 0.5090  0.130
23 H -0.9703 -3.0352 1.7201  0.106
24 H 1.1581 -4.1967 1.8051  0.099
25 H 3.6107 -4.1695 1.6273  0.116
26 H 5.4359 -1.5922 -0.3976  0.120
27 H 2.8274 0.5304 -0.8416  0.058
28 H -4.7297 -1.5974 2.3989  0.107
29 H -7.1388 -1.2044 2.8668  0.097
30 H -8.1276 1.0238 2.4332  0.097
31 H -6.7135 2.8512 1.5453  0.106
32 O 1.9590 1.4877 1.5795  -0.312
33 N 2.7519 0.7336 2.2991  -0.045
34 N 3.2059 -0.2802 1.6818  0.010
35 O 3.3309 -0.2940 -0.7198  0.062
36 C 4.1508 -1.2479 1.9946  -0.161
37 C 4.9796 -2.5224 -0.0534  -0.123
38 C 5.9667 -3.3789 0.6865  -0.140
39 C 6.4731 -3.1860 1.9307  -0.167
40 C 6.2094 -2.1897 2.9259  -0.150
41 C 5.1747 -1.2699 2.9147  -0.067
42 H 4.6284 -3.0488 -0.9460  0.114
43 H 6.3260 -4.2537 0.1537  0.075
44 H 7.2279 -3.9140 2.2245  0.081
45 H 6.8866 -2.1623 3.7711  0.065
46 H 5.1558 -0.5072 3.6875  0.100
47 O 1.5618 2.1066 -1.2833  -0.191
48 N 1.0629 2.3129 -2.4156  -0.030
49 N -0.2259 2.1745 -2.4669  -0.246
50 O -0.9672 1.8171 -1.4428  -0.228
51 C -0.8641 2.3776 -3.7213  -0.173
52 C -0.1568 2.8504 -4.8247  -0.026
53 C -0.8242 3.0353 -6.0228  -0.096
54 C -2.1818 2.7581 -6.1331  -0.111
55 C -2.8718 2.2899 -5.0267  -0.092
56 C -2.2204 2.0982 -3.8161  -0.019
57 H 0.8972 3.0627 -4.7344  0.102
58 H -0.2746 3.4008 -6.8810  0.098
59 H -2.6937 2.9054 -7.0754  0.093
60 H -3.9286 2.0656 -5.1000  0.098
61 H -2.7331 1.7274 -2.9416  0.105

## Properties
relative energy (zero: lowest compared OMol25 entry of this formula, charge and spin): 1.360 eV
multiplicity: 2
expectation value of S²: 0.907
gap between HOMO and LUMO (spin up / spin down): 4.92 / 4.54 eV
molar mass: 724.10 Da
total charge: -1